Below is C19H18N2O8 in the gas phase in a non-equilibrium geometry, with properties calculated with ωB97M-V with the def2-TZVPD basis set.

The geometry in ORCA input format:
```
! wB97M-V def2-TZVPD RIJCOSX def2/J DEFGRID3
* xyz 0 1
C 0.3327 2.3420 -1.4635
C 0.9986 2.2579 -0.0934
O 1.6185 1.0048 0.1255
C 2.8543 0.7461 -0.4101
C 3.6304 1.6307 -1.1392
C 4.8802 1.2422 -1.6011
C 5.3624 -0.0256 -1.3434
C 4.5971 -0.9253 -0.6186
C 3.3495 -0.5485 -0.1527
N 2.5032 -1.3902 0.5763
C 2.6885 -2.6619 0.9798
O 3.6836 -3.3322 0.8332
C 1.4561 -3.2273 1.7135
O 0.2859 -2.4486 1.4922
C -0.6034 -2.9097 0.6032
O -0.5247 -3.9719 0.0469
C -1.7212 -1.9439 0.3818
C -1.6851 -0.6367 0.8548
C -2.7454 0.2307 0.6015
C -2.6629 1.6257 1.1235
O -1.7137 2.0587 1.7288
O -3.7523 2.3379 0.8425
C -3.7593 3.6824 1.3044
C -3.8470 -0.2059 -0.1245
C -3.8689 -1.5125 -0.5907
N -5.0201 -1.9712 -1.3484
O -5.0325 -3.1275 -1.6973
O -5.8896 -1.1616 -1.5773
C -2.8193 -2.3856 -0.3499
H 1.0643 2.2239 -2.2595
H -0.1561 3.3060 -1.5742
H -0.4125 1.5554 -1.5631
H 0.2440 2.3284 0.6949
H 1.7184 3.0722 0.0432
H 3.2796 2.6273 -1.3555
H 5.4722 1.9454 -2.1670
H 6.3343 -0.3220 -1.7053
H 4.9566 -1.9186 -0.4085
H 1.6236 -0.9472 0.8161
H 1.6525 -3.2201 2.7888
H 1.2969 -4.2568 1.3781
H -0.8410 -0.2726 1.4207
H -2.9553 4.2490 0.8304
H -3.6194 3.7119 2.3866
H -4.7281 4.0911 1.0310
H -4.6775 0.4526 -0.3287
H -2.8481 -3.3985 -0.7256
*
```

## Properties
Structure (SMILES): CCOc1ccccc1NC(=O)COC(=O)c1cc(C(=O)OC)cc([N+](=O)[O-])c1
LUMO level, eV: -0.98
Gap between HOMO and LUMO, hartree: 0.270
DFT total energy, Eh: -1446.2187

Below is a molecular structure, C19H18N7PdS, with properties calculated with ωB97M-V with the def2-TZVPD basis set.

The geometry in ORCA input format:
```
! wB97M-V def2-TZVPD RIJCOSX def2/J DEFGRID3
* xyz -1 1
Pd 0.0492 -1.4325 1.8501
C 1.1980 2.9288 1.1033
N -0.0200 2.7744 0.3222
C -1.2687 2.9355 1.0535
C -1.9999 1.6510 1.2976
N -2.1827 0.7247 0.4031
C -2.8654 -0.2832 1.0712
C -3.2679 -1.5380 0.6239
C -3.8939 -2.3768 1.5266
C -4.1171 -1.9848 2.8549
C -3.7260 -0.7397 3.3149
C -3.1046 0.0985 2.3990
N -2.5747 1.3688 2.5076
C 1.9527 1.6580 1.3538
N 2.0655 0.6731 0.5119
C 2.8828 -0.2524 1.1518
C 3.2982 -1.5138 0.7356
C 4.0805 -2.2540 1.6017
C 4.4416 -1.7600 2.8636
C 4.0357 -0.5084 3.2920
C 3.2589 0.2326 2.4114
N 2.6777 1.4834 2.5026
H 0.9699 3.3850 2.0690
H 1.8879 3.6107 0.5892
H -0.0135 1.8934 -0.1809
H -1.9411 3.6024 0.5019
H -1.0729 3.4086 2.0182
H -3.0541 -1.8503 -0.3895
H -4.1992 -3.3671 1.2114
H -4.5962 -2.6760 3.5378
H -3.8776 -0.4436 4.3451
H -2.2979 1.8213 3.3686
H 2.9733 -1.9072 -0.2180
H 4.4011 -3.2473 1.3136
H 5.0403 -2.3773 3.5223
H 4.2972 -0.1343 4.2737
H 2.4719 1.9774 3.3597
S 0.0381 2.3488 4.8865
C 0.0260 0.9405 4.0152
N 0.0186 -0.0283 3.3751
C -0.4134 -4.3065 3.1011
C -0.1408 -3.4233 1.9456
N 0.0323 -3.3121 0.7683
H -0.2702 -5.3540 2.8295
H -1.4425 -4.1517 3.4259
H 0.2415 -4.0452 3.9296
*
```

## Properties
LUMO level, eV: 2.89
Gap between HOMO and LUMO, hartree: 0.258
Energy above the lowest of the compared OMol25 structures with the same formula, charge and spin, kJ/mol: 6.2
DFT total energy, Eh: -1644.3275

Below is a molecular structure, C19H18NNdOS in a non-equilibrium geometry, with properties calculated with ωB97M-V with the def2-TZVPD basis set.

The geometry in ORCA input format:
```
! wB97M-V def2-TZVPD RIJCOSX def2/J DEFGRID3
* xyz 0 4
C 1.2560 2.8820 0.8079
C 2.4452 2.0764 0.7841
C 2.3843 1.2169 -0.3561
H 3.2645 2.1317 1.4980
C 1.1679 1.4976 -1.0414
C 0.4734 2.5235 -0.3354
H -0.4576 2.9981 -0.6483
H 0.9923 3.6211 1.5668
H 3.1879 0.5744 -0.7214
H 0.8849 1.0916 -2.0099
C -1.5364 -1.5124 0.5271
C -1.9194 -1.0535 1.8260
C -2.3270 0.3222 1.7007
H -1.9614 -1.6517 2.7344
C -2.2007 0.6956 0.3218
C -1.7400 -0.4481 -0.3993
H -1.6652 -0.5362 -1.4773
H -1.2612 -2.5224 0.2502
H -2.6551 0.9694 2.5090
H -2.4631 1.6586 -0.1072
Nd 0.3294 0.6224 1.7300
O 0.6157 -1.9870 -2.1455
C 1.6186 -3.0379 -2.3256
C 1.2029 -2.0172 -3.3833
H 2.4649 -2.8635 -1.7162
H 1.2880 -4.0522 -2.4576
H 1.9516 -1.2654 -3.5760
H 0.6081 -0.6129 -5.7499
C -0.0134 -1.4796 -5.5830
C 0.2046 -2.2865 -4.4453
C -0.8396 -3.1613 -4.0934
H -0.9150 -3.5707 -3.0852
C -1.9141 -3.3684 -4.9577
H -2.7746 -3.9540 -4.6040
C -1.9892 -2.7329 -6.2093
H -2.8678 -2.8783 -6.8582
C -1.0567 -1.7277 -6.4730
H -1.2291 -1.0803 -7.3347
S 1.9046 -1.0997 3.4454
C 1.1413 0.1995 4.0219
N 0.4625 1.1994 4.0801
*
```

## Properties
LUMO level (alpha / beta), eV: -0.31 / -0.20
Gap between HOMO and LUMO (alpha / beta), hartree: 0.280 / 0.284
Energy above the lowest of the compared OMol25 structures with the same formula, charge and spin, kJ/mol: 53.4
DFT total energy, Eh: -1824.3526

Below is a molecular structure, C19H18NOV in a non-equilibrium geometry, with properties calculated with ωB97M-V with the def2-TZVPD basis set.

The geometry in ORCA input format:
```
! wB97M-V def2-TZVPD RIJCOSX def2/J DEFGRID3
* xyz -1 4
C 2.6661 3.1352 0.7599
C 2.9993 1.6629 0.9480
C 2.6121 0.9429 -0.2107
H 3.7038 1.3192 1.7063
C 1.7132 1.7806 -0.9808
C 1.5631 3.0141 -0.2876
H 0.9862 3.8724 -0.6295
H 3.5390 3.6664 0.3238
H 2.9783 -0.0363 -0.5057
H 1.2586 1.5146 -1.9336
C -0.1200 0.3251 2.8557
C 0.3624 1.6231 3.2551
C -0.4181 2.6163 2.5659
H 1.1230 1.8213 4.0067
C -1.3841 1.9381 1.7432
C -1.2047 0.5253 1.9310
H -1.8543 -0.2451 1.5321
H 0.2365 -0.6295 3.2336
H -0.3530 3.6894 2.7199
H -2.1493 2.4169 1.1371
V 0.7057 1.4163 1.0818
O -0.0541 -0.5937 -0.1676
C 0.7045 -1.8051 -0.3048
C 0.0057 -1.5043 -1.5877
H 1.7879 -1.6616 -0.2849
H 0.2955 -2.6477 0.2583
H 0.5587 -0.9728 -2.3658
H -0.9617 -1.9316 -4.0640
C -1.5408 -2.4453 -3.2926
C -1.2124 -2.2068 -1.9323
C -2.0200 -2.8058 -0.9358
H -1.8366 -2.5680 0.1140
C -3.0055 -3.7266 -1.2867
H -3.5711 -4.2296 -0.5006
C -3.2661 -4.0135 -2.6333
H -4.0257 -4.7507 -2.9005
C -2.5469 -3.3432 -3.6360
H -2.7688 -3.5379 -4.6871
N 2.1814 4.5185 2.9535
C 2.3119 3.8565 2.0016
*
```

## Properties
LUMO level (alpha / beta), eV: 2.76 / 2.75
Gap between HOMO and LUMO (alpha / beta), hartree: 0.156 / 0.165
DFT total energy, Eh: -1808.6688

Below is C19H19F3N6O2 in the gas phase in a non-equilibrium geometry, with properties calculated with ωB97M-V with the def2-TZVPD basis set.

The geometry in ORCA input format:
```
! wB97M-V def2-TZVPD RIJCOSX def2/J DEFGRID3
* xyz 0 1
C 1.8215 5.2811 -0.3011
N 2.2264 3.8646 -0.6210
C 3.6533 3.4542 -0.7443
C 4.0804 2.8402 0.5742
O 3.2647 1.6984 0.8555
C 1.9552 1.6838 0.5337
C 1.0724 0.5673 0.9085
N 1.5658 -0.5888 1.4739
C 0.9133 -1.9387 1.2507
C 1.8237 -3.1675 1.7346
C 2.6061 -4.2409 0.9395
C 1.2365 -4.5729 1.5771
N -0.0883 0.3754 0.3015
N -0.5855 1.3698 -0.4787
C -1.8279 1.5049 -1.1087
C -2.9019 0.4846 -1.2156
C -4.1945 0.9368 -1.6546
C -5.1789 -0.0330 -1.8652
C -5.0116 -1.4093 -1.6141
C -3.8448 -1.8713 -1.0548
O -3.7671 -3.2216 -0.8240
C -3.2516 -3.6878 0.4208
F -2.0939 -4.3749 0.2647
F -2.9238 -2.6924 1.3181
F -4.1972 -4.5772 0.9653
C -2.7519 -0.9361 -0.8759
N -1.8346 2.7056 -1.7046
N -0.6967 3.4556 -1.4288
C 0.0309 2.5516 -0.7353
C 1.4099 2.7004 -0.2672
H 1.8596 5.6362 -1.2787
H 2.6701 5.7819 0.2787
H 0.7954 5.3714 0.2003
H 4.2571 4.2642 -1.1625
H 3.7010 2.6344 -1.4576
H 5.2031 2.6318 0.6878
H 3.9615 3.4982 1.4127
H 2.5461 -0.5701 1.7267
H 0.7069 -2.0945 0.1960
H -0.0079 -2.0493 1.7580
H 2.1630 -3.1199 2.8269
H 2.5382 -4.1324 -0.1538
H 3.4835 -4.6991 1.4784
H 1.1838 -5.2781 2.4384
H 0.4283 -4.7630 0.8708
H -4.3041 1.9974 -1.8067
H -6.1681 0.1965 -2.1981
H -5.7115 -2.1534 -1.8950
H -1.8161 -1.3145 -0.5465
*
```

## Properties
Structure (SMILES): CN1CCOc2c(NCC3CC3)nn3c(-c4cccc(OC(F)(F)F)c4)nnc3c21
LUMO level, eV: 0.48
Gap between HOMO and LUMO, hartree: 0.305
Energy above the lowest of the compared OMol25 structures with the same formula, charge and spin, kJ/mol: 212.4
DFT total energy, Eh: -1513.8818

Below is a molecular structure, C19H19FO4 in a non-equilibrium geometry, with properties calculated with ωB97M-V with the def2-TZVPD basis set.

The geometry in ORCA input format:
```
! wB97M-V def2-TZVPD RIJCOSX def2/J DEFGRID3
* xyz 0 1
C 3.5150 -2.1776 0.9184
C 4.0326 -0.9734 0.3807
O 5.1733 -0.9407 0.0014
O 3.2415 0.0681 0.4210
C 3.5875 1.3437 -0.3448
C 4.2538 2.3773 0.8902
H 4.4985 3.4454 0.4837
H 3.5077 2.3155 1.6149
H 5.1899 1.7829 1.2645
O 2.4546 1.8984 -0.7047
C 2.0962 1.1269 -1.6304
O 2.6063 0.1969 -2.3412
C 0.5509 1.9253 -2.2930
C -0.3787 1.0742 -1.1974
C -1.2162 1.7309 -0.5076
C -2.0877 1.2201 0.3973
C -2.3879 -0.1331 0.1939
C -1.4326 -0.8425 -0.6225
C -0.5868 -0.4020 -1.3534
H 0.1786 -0.7567 -1.9552
H -1.5142 -2.0569 -0.8342
C -3.1509 -0.9649 1.1761
C -4.5634 -0.6003 1.2623
C -5.4524 -1.1787 2.0338
C -5.1368 -2.7290 2.4247
C -3.9529 -2.9587 2.4213
C -3.0186 -2.0777 1.5496
H -1.9185 -2.7188 1.6631
H -3.5222 -3.7235 2.9261
H -5.9461 -2.9352 3.1251
H -6.5283 -1.0127 2.0023
H -4.8871 0.3080 0.5431
F -2.9354 1.7826 1.2456
H -1.1575 2.9522 -0.3658
C 0.3712 1.8088 -3.6473
H 0.5143 0.5871 -3.7693
H -0.6894 1.9491 -3.9409
H 1.0784 2.5294 -3.9469
H 0.6820 2.8966 -1.7604
H 4.5698 1.1093 -0.8061
H 4.2424 -2.7705 1.2521
H 3.1721 -2.5341 0.2058
H 2.9470 -1.9418 1.6242
*
```

## Properties
LUMO level, eV: 0.45
Gap between HOMO and LUMO, hartree: 0.340
DFT total energy, Eh: -1135.6916